Molecular formula: C22H41N4O6S2
Method: DFT, wB97M-V/def2-TZVPD

Summary:
HOMO energy (alpha / beta)	-5.56 / -5.56	eV
lowest unoccupied orbital energy (alpha / beta)	2.28 / 2.27	eV
charge	-1
spin multiplicity	3
⟨S²⟩	2.0083
total energy	-63393.4418	eV
orbital gap (alpha / beta)	7.8 / 7.8	eV

Positions of all 75 atoms, in Å:
O -0.99260 -0.50405 -2.59958
S 0.20860 -1.32957 -2.67981
O 0.10177 -2.60707 -1.99281
O 0.80160 -1.39154 -4.00290
C 1.41917 -0.40505 -1.71492
C 1.87388 0.82656 -2.49195
S 2.40061 2.14104 -1.33357
C 1.91699 3.54831 -2.21372
N 1.54954 4.69267 -1.74762
N 1.31906 5.51555 -2.85241
C 1.60587 4.81011 -3.87903
O 1.95190 3.54568 -3.58156
H 2.24674 -1.08856 -1.51724
H 0.94975 -0.12078 -0.77183
H 2.70340 0.59443 -3.15500
H 1.05572 1.21766 -3.09718
H 1.52798 5.07146 -4.92236
C 7.40298 -0.29384 2.53690
C 6.10156 0.50659 2.39508
C 5.50482 0.86281 3.76176
C 4.83440 -0.31246 4.46744
C 3.77623 -0.94059 3.56373
C 4.33387 -1.38967 2.21142
N 5.07318 -0.23329 1.59281
O 4.30966 0.54616 0.92815
C 5.21859 -2.63358 2.37753
C 3.19532 -1.76442 1.27024
C 6.44684 1.78698 1.64474
H 7.27236 -1.29866 2.91857
H 7.89988 -0.36980 1.56864
H 8.07262 0.23083 3.22014
H 4.76160 1.65268 3.61770
H 6.29990 1.28419 4.38178
H 5.57945 -1.05376 4.77124
H 4.36248 0.04104 5.38640
H 3.31228 -1.80462 4.04588
H 2.98269 -0.20842 3.38709
H 5.80643 -2.81275 1.47657
H 4.57373 -3.49815 2.53643
H 5.89050 -2.58601 3.23045
H 2.47177 -0.96197 1.16401
H 2.68345 -2.64007 1.67159
H 3.57305 -2.01097 0.27786
H 6.75153 1.56774 0.62174
H 7.27878 2.27232 2.16027
H 5.60812 2.47625 1.60567
C -4.09919 -0.49454 -2.12188
C -4.75395 0.02195 -0.83699
C -4.91531 -1.09853 0.19688
C -6.04480 -2.07354 -0.12290
C -7.36209 -1.32237 -0.30267
C -7.28389 -0.23034 -1.37254
N -6.10137 0.64574 -1.07291
O -6.37695 1.59784 -0.26569
C -7.22066 -0.85337 -2.77450
C -8.53197 0.64259 -1.32458
C -3.82521 1.09222 -0.27998
H -4.71999 -1.15669 -2.71380
H -3.79516 0.33563 -2.75881
H -3.18938 -1.03696 -1.87202
H -5.10855 -0.64822 1.17678
H -3.96190 -1.62457 0.26820
H -5.80219 -2.65677 -1.01499
H -6.14712 -2.79164 0.69381
H -8.17234 -2.00710 -0.56972
H -7.63528 -0.85680 0.64997
H -6.92027 -0.11069 -3.51396
H -8.21536 -1.21609 -3.03961
H -6.54785 -1.70131 -2.84506
H -8.69965 1.05591 -0.33402
H -9.39399 0.03186 -1.59994
H -8.45289 1.47071 -2.02967
H -3.79355 1.95943 -0.93843
H -2.82067 0.66971 -0.23051
H -4.12654 1.42455 0.71122

***

Molecular formula: C26H42IN4O5
Method: DFT, wB97M-V/def2-TZVPD

Summary:
HOMO energy (alpha / beta)	-8.41 / -8.41	eV
lowest unoccupied orbital energy (alpha / beta)	0.44 / 0.30	eV
spin multiplicity	2
⟨S²⟩	0.7541
total energy	-51940.3103	eV
orbital gap (alpha / beta)	8.9 / 8.7	eV

Positions of all 78 atoms, in Å:
C -4.66217 2.94918 0.12642
C -3.99069 1.74421 -0.61545
C -4.77995 0.48086 -0.13272
C -2.52210 1.69998 -0.12374
C -1.43204 1.43252 -1.21454
C -0.35795 0.53258 -0.53115
C 0.45025 1.23935 0.57076
C 1.59199 0.33886 1.02798
O 1.37612 -0.68445 1.64024
N 2.96427 0.71821 0.68683
C 3.72377 -0.44002 0.32414
C 4.66250 -1.00041 1.15948
C 5.35680 -2.11928 0.77354
C 5.14353 -2.71796 -0.44800
C 4.20815 -2.15330 -1.28967
C 3.52714 -1.02883 -0.90320
C -0.81864 2.76971 -1.68718
C 0.45737 2.63404 -2.53403
O 1.55446 2.61836 -2.06053
I 0.39217 2.51027 -4.72793
C -2.06477 0.55909 -2.33841
C -3.42993 1.07018 -2.92497
C -3.12828 1.70936 -4.30005
C -4.28314 -0.20469 -3.26928
N -4.15188 2.01183 -2.05311
O -3.98664 3.24595 -2.37103
H -5.61883 3.18983 -0.34186
H -4.76177 2.71168 1.19077
H -3.97163 3.79537 0.08756
H -5.28446 0.73532 0.79997
H -5.58944 0.32304 -0.85593
H -4.13334 -0.39402 -0.04256
H -2.46216 0.87921 0.60179
H -2.23818 2.60965 0.41904
H -0.88887 -0.29628 -0.04753
H 0.31197 0.06329 -1.26667
H -0.16667 1.44384 1.45501
H 0.89542 2.19000 0.26786
H 3.41251 1.13311 1.49943
H 4.87191 -0.58625 2.14389
H 6.08857 -2.58496 1.42943
H 5.71401 -3.59762 -0.72667
H 4.01153 -2.58555 -2.26702
H 2.81010 -0.59463 -1.59939
H -0.50603 3.31211 -0.78692
H -1.51898 3.42501 -2.21765
H -2.11066 -0.47827 -1.98492
H -1.34750 0.54162 -3.16964
H -4.07654 1.86970 -4.82430
H -2.50738 2.59900 -4.22836
H -2.56433 0.98392 -4.89729
H -5.33166 0.07701 -3.11841
H -4.06995 -1.00606 -2.55548
H -4.07500 -0.53334 -4.28650
C 0.43550 4.23796 3.76676
C -1.00881 4.20736 3.32968
O -1.33334 4.31773 2.15689
N -1.95492 4.05096 4.29105
C -1.76590 3.90464 5.72269
H 1.06611 4.36795 2.89176
H 0.60919 5.07214 4.44750
H 0.70488 3.29968 4.25434
H -2.89597 4.03971 3.92976
H -2.19276 2.95321 6.04420
H -2.28801 4.71342 6.23656
H -0.71575 3.93193 5.99224
C 5.62658 -7.74668 0.76499
C 5.00994 -6.76116 -0.19775
O 5.68704 -5.98985 -0.85872
N 3.65623 -6.75374 -0.31092
C 2.69179 -7.58510 0.38393
H 6.70620 -7.63170 0.74371
H 5.27598 -7.55614 1.78023
H 5.37957 -8.76836 0.47338
H 3.31260 -6.07157 -0.96880
H 2.11244 -8.14981 -0.34880
H 2.01166 -6.94618 0.94994
H 3.17675 -8.27772 1.06330

***

Molecular formula: C41H32Cl4N5O4STeTi
Method: DFT, wB97M-V/def2-TZVPD

Summary:
HOMO energy (alpha / beta)	-0.98 / -2.01	eV
lowest unoccupied orbital energy (alpha / beta)	3.48 / 3.49	eV
charge	-2
spin multiplicity	2
⟨S²⟩	0.7638
total energy	-150017.0963	eV
orbital gap (alpha / beta)	4.5 / 5.5	eV

Positions of all 89 atoms, in Å:
Ti -0.50174 -0.66815 -0.56648
C -0.72680 -4.50041 0.81803
C 0.07768 -4.63504 -0.44588
C 0.96813 -5.69351 -0.59297
C 1.64530 -5.88715 -1.78833
C 1.41018 -5.02453 -2.84667
C 0.53523 -3.94897 -2.72505
C 0.30009 -3.06180 -3.92109
C -0.10358 -3.74337 -1.50198
N -0.97971 -2.62861 -1.30090
C -2.17547 -2.69150 -1.94534
O -2.57059 -3.56456 -2.70682
C -3.08870 -1.57962 -1.50684
C -4.40739 -1.52146 -1.81941
C -5.21972 -0.64014 -1.08387
C -4.68609 0.09299 -0.05820
C -3.30644 0.03798 0.16980
N -2.53581 -0.77459 -0.56618
C -2.67709 0.44217 1.48265
O -3.38416 0.97163 2.33723
N -1.41059 0.00979 1.55260
C -0.76475 0.27130 2.80990
C -0.37019 1.57454 3.16010
C -0.76235 2.76530 2.33404
C 0.38420 1.76425 4.31433
C 0.70085 0.70492 5.15346
C 0.23428 -0.56296 4.84248
C -0.49501 -0.79083 3.67733
C -0.94612 -2.19147 3.37245
H -0.26363 -5.05306 1.63732
H -1.73847 -4.89231 0.66990
H -0.85255 -3.46917 1.12499
H 1.11875 -6.37442 0.23821
H 2.34807 -6.70581 -1.89422
H 1.92276 -5.17079 -3.79234
H -0.09209 -3.66108 -4.74545
H 1.23200 -2.59811 -4.25532
H -0.41483 -2.27209 -3.72183
H -4.79016 -2.20624 -2.56359
H -6.28278 -0.59095 -1.28815
H -5.26639 0.72358 0.60037
H -0.53345 2.62573 1.28332
H -0.24213 3.65740 2.68684
H -1.84062 2.92572 2.39523
H 0.72920 2.76567 4.54896
H 1.28728 0.87437 6.05067
H 0.44366 -1.40034 5.50289
H -1.08737 -2.75338 4.29882
H -0.19944 -2.73056 2.78419
H -1.87580 -2.20512 2.80532
Cl 2.57596 1.60368 -6.11106
C 2.26245 0.71392 -4.65284
C 3.27198 -0.02336 -4.04145
Cl 4.86353 -0.05688 -4.73280
C 3.01512 -0.74366 -2.87368
Cl 4.21590 -1.70539 -2.08712
C 1.74139 -0.73208 -2.31290
O 1.38404 -1.42526 -1.26452
C 0.74098 0.02726 -2.92879
O -0.45775 -0.05170 -2.29908
C 0.97724 0.73600 -4.08453
Cl -0.31602 1.60478 -4.82881
N 4.25357 1.05746 4.05529
C 4.02094 1.85888 2.93571
S 4.84384 3.33956 2.78688
C 3.08967 1.32727 2.00298
C 2.54691 2.09995 0.93559
C 1.52300 1.62151 0.17851
N 0.99039 0.38449 0.36771
C 1.58587 -0.42078 1.29004
C 2.59162 -0.01376 2.09904
H 4.76201 1.56152 4.76498
H 3.43088 0.58728 4.40800
H 2.91506 3.10203 0.76565
H 1.05751 2.22070 -0.59137
H 1.22668 -1.44492 1.34243
H 3.01262 -0.72194 2.79772
Te -2.16167 2.32089 -1.18102
C -1.61364 4.35016 -1.12182
C -2.22533 5.24619 -0.24341
C -1.84229 6.58457 -0.20196
C -0.83167 7.05498 -1.03267
C -0.21093 6.17039 -1.90950
C -0.59849 4.83214 -1.95662
H -3.00465 4.88935 0.42125
H -2.33052 7.25910 0.49317
H -0.52380 8.09399 -0.98996
H 0.58413 6.51895 -2.55999
H -0.11218 4.15746 -2.65357

***

Molecular formula: C20H14N5OTi
Method: DFT, wB97M-V/def2-TZVPD

Summary:
HOMO energy (alpha / beta)	-3.06 / -5.47	eV
lowest unoccupied orbital energy (alpha / beta)	2.58 / 2.19	eV
charge	-1
spin multiplicity	3
⟨S²⟩	2.0318
total energy	-53579.5502	eV
orbital gap (alpha / beta)	5.6 / 7.7	eV

Positions of all 41 atoms, in Å:
Ti -0.34466 0.24647 -0.00555
C -0.30474 0.87109 2.25263
C -0.14725 -0.53195 2.20022
C -1.35244 -1.09038 1.71102
C -2.25038 -0.03457 1.45727
C -1.60030 1.17657 1.77992
H 0.44383 1.59319 2.53500
H 0.74695 -1.07867 2.45741
H -1.53032 -2.13710 1.52110
H -3.23204 -0.12957 1.02139
H -1.99454 2.17075 1.64134
C 0.37624 -5.27466 -0.58435
C 1.13125 -4.19964 -0.13354
C 0.71236 -2.89963 -0.36427
C -0.48594 -2.64989 -1.04455
C -1.23858 -3.73431 -1.51012
C -0.80264 -5.02823 -1.27735
N -0.89352 -1.32721 -1.21498
N -1.79860 -1.12455 -2.17335
C -2.15987 0.20013 -2.25772
C -3.02297 0.58639 -3.29729
C -3.40087 1.90769 -3.41854
C -2.92202 2.86212 -2.51928
C -2.05752 2.48269 -1.49894
C -1.65614 1.15749 -1.34820
H 0.70764 -6.29021 -0.40867
H 2.06600 -4.37082 0.38636
H 1.33534 -2.06698 -0.05765
H -2.15364 -3.53685 -2.04858
H -1.39704 -5.85815 -1.64158
H -3.37433 -0.16837 -3.99028
H -4.06549 2.20435 -4.22159
H -3.21383 3.90036 -2.62319
H -1.66847 3.23698 -0.82299
O 1.34037 0.51368 -0.44874
N 2.51810 1.04159 -0.87242
C 2.53027 2.38260 -0.58753
C 3.69194 3.11505 -0.92333
N 4.63921 3.71922 -1.19608
C 1.44827 3.02913 0.03028
N 0.51318 3.47731 0.55671